14
Properties=species:S:1:pos:R:3:forces:R:3 method="wB97M-V/def2-TZVPD" homo_ev=-9.62 orbital_gap_ev=10.162 e_tot_ev=-8831.2881 de_lowest_kj_mol=474.20
C -3.045866 2.509850 -0.244578 0.578 2.216 -4.791
C 0.574455 1.017159 -0.905019 0.679 -0.541 0.144
C 0.726883 -0.261732 -0.150849 0.110 -2.172 0.761
C 0.337780 -1.620330 -0.827079 -0.189 -0.307 1.802
C 1.164132 -0.333580 1.319425 -0.695 0.646 0.162
N -3.171614 2.164969 0.815005 -0.365 -1.210 3.049
O 1.710737 0.370686 -0.962138 0.217 1.663 -0.961
H -2.927155 2.982052 -1.261688 -0.162 -1.036 1.755
H -0.732616 -1.620048 -1.232231 1.495 -0.239 0.739
H 0.543706 -2.455694 0.031741 -0.801 1.705 -2.531
H 1.059119 -1.701706 -1.672070 -0.647 -0.433 0.592
H 1.882008 0.488953 1.577198 -0.764 -0.688 -0.272
H 1.628803 -1.303251 1.566147 -0.109 0.395 -0.276
H 0.249629 -0.237328 1.946137 0.655 0.000 -0.172

14
Properties=species:S:1:pos:R:3:forces:R:3 method="wB97M-V/def2-TZVPD" homo_ev=-10.30 orbital_gap_ev=10.929 e_tot_ev=-8835.4816 de_lowest_kj_mol=69.59
C -1.813877 -0.972322 -0.103107 -0.077 -0.023 0.016
C -0.610609 -0.312455 0.510185 -0.136 0.120 0.435
O -0.556133 -0.058104 1.689067 -0.176 0.046 -0.508
C 0.625740 0.035930 -0.365216 0.019 -0.014 0.059
C 0.994903 1.521806 -0.214908 0.003 0.095 0.041
C 1.647182 -0.816778 0.252099 0.697 -0.531 0.603
N 2.336998 -1.471132 0.908880 -0.363 0.481 -0.805
H -2.431259 -1.353302 0.712067 0.004 0.051 -0.175
H -1.556447 -1.783381 -0.791207 0.085 0.161 0.078
H -2.380900 -0.220215 -0.663379 0.057 -0.089 -0.002
H 0.494023 -0.228004 -1.422053 -0.047 -0.065 0.288
H 0.908598 1.797814 0.838249 0.058 -0.005 -0.138
H 2.020349 1.710586 -0.544017 -0.174 -0.085 0.006
H 0.321431 2.149559 -0.806661 0.051 -0.142 0.101

14
Properties=species:S:1:pos:R:3:forces:R:3 method="wB97M-V/def2-TZVPD" homo_ev=-8.06 orbital_gap_ev=7.639 e_tot_ev=-8829.1007 de_lowest_kj_mol=685.25
C -1.724167 0.429438 -0.297986 -0.305 0.188 0.034
C -0.087624 -0.816537 0.371022 0.146 -0.144 0.011
N 0.738810 -1.520220 1.194006 -0.033 -0.259 -0.156
C 0.804942 0.012922 1.117005 -0.112 0.370 0.072
C 1.164408 0.644951 -0.227833 0.190 0.204 -0.057
C 0.005861 -0.237743 -0.953040 -0.002 -0.108 -0.097
O -0.089037 -0.628363 -2.107816 0.041 -0.006 0.263
H -1.743126 1.204610 -1.066011 0.087 -0.114 0.093
H -1.918082 0.846790 0.691686 0.089 -0.066 -0.134
H -2.426455 -0.363332 -0.557401 0.137 0.110 0.045
H 1.425903 -2.098601 0.707710 -0.052 0.026 0.044
H 0.631649 0.511591 2.061649 0.004 -0.100 -0.161
H 2.094258 0.278367 -0.673552 -0.142 0.061 0.038
H 1.122657 1.736131 -0.259440 -0.049 -0.160 0.005

14
Properties=species:S:1:pos:R:3:forces:R:3 method="wB97M-V/def2-TZVPD" homo_ev="-7.79 / -7.79" orbital_gap_ev="7.767 / 7.767" e_tot_ev=-8832.5360 de_lowest_kj_mol=353.79
C -2.112073 0.214342 0.041452 -0.314 0.058 0.141
C -0.784945 -0.439107 0.300378 0.094 0.106 -0.158
C -0.553043 -1.755001 0.032944 0.909 0.560 -0.662
O 1.327958 -1.237650 -0.675536 -0.684 -0.301 0.768
C 1.440166 -0.092076 -0.112720 -0.372 -0.016 0.237
N 2.563106 0.699997 -0.071904 0.124 -0.411 0.024
C 0.281578 0.415328 0.479072 -0.118 0.368 -0.135
H -2.152227 1.166145 0.571726 -0.266 -0.104 0.029
H -3.007381 -0.377863 0.223174 0.108 -0.044 0.134
H -2.053046 0.434213 -1.034114 -0.266 0.029 0.253
H -1.158610 -2.339251 -0.670573 0.950 0.145 -0.287
H 3.412178 0.523764 -0.577911 -0.124 -0.411 0.017
H 2.626216 1.350855 0.699078 -0.054 -0.175 -0.359
H 0.170127 1.436300 0.794938 0.015 0.195 -0.001

14
Properties=species:S:1:pos:R:3:forces:R:3 method="wB97M-V/def2-TZVPD" homo_ev=-9.65 orbital_gap_ev=10.534 e_tot_ev=-8832.8506 de_lowest_kj_mol=323.44
H 1.219986 -0.526379 0.314484 -0.031 0.068 0.018
N 0.768056 0.375370 0.131862 -0.324 -0.249 -0.167
C -0.357872 0.206428 -0.419594 0.213 0.133 0.125
C -1.017608 -1.116844 -0.766570 0.031 -0.023 0.017
C -0.213723 -2.271053 -0.364052 0.317 -0.398 0.149
C 0.502350 -3.167728 0.001241 -0.316 0.363 -0.162
H -0.939631 1.101540 -0.665790 0.047 -0.128 0.005
H -1.999760 -1.148468 -0.276699 0.137 -0.002 -0.065
H -1.217437 -1.142806 -1.845368 0.046 0.007 0.135
H 1.122815 -3.977173 0.319051 -0.119 0.136 -0.066
C 0.538388 2.908873 0.892488 -0.135 0.164 -0.173
O -0.076957 3.425152 -0.009213 0.229 -0.214 0.371
H 1.641588 2.923802 0.949237 -0.122 0.054 -0.088
H 0.029806 2.409287 1.738923 0.027 0.089 -0.100

14
Properties=species:S:1:pos:R:3:forces:R:3 method="wB97M-V/def2-TZVPD" homo_ev=-9.54 orbital_gap_ev=10.532 e_tot_ev=-8832.5821 de_lowest_kj_mol=349.35
C 0.089333 -1.912929 0.250290 -0.031 -0.135 -0.010
C 0.155779 -0.435275 0.052305 0.006 -0.644 -0.383
N 1.335510 0.286419 0.419266 0.141 -0.046 -1.054
C -0.118401 0.741785 0.936505 1.840 0.185 -0.551
C -0.659840 1.617592 -0.213801 0.085 0.104 0.214
C -0.504797 0.334788 -1.073416 -0.541 -0.315 -0.491
O -0.955365 -0.013260 -2.134220 0.406 0.395 0.695
H -0.943878 -2.265524 0.197075 0.104 0.034 0.013
H 0.518954 -2.193379 1.216485 -0.070 0.098 -0.150
H 0.662976 -2.405998 -0.540862 -0.085 0.020 0.105
H 1.672607 0.963412 -0.255423 -0.072 -0.074 -0.451
H 0.597581 0.827683 1.751723 -1.893 0.715 1.944
H -0.070901 2.509637 -0.455247 -0.052 -0.215 -0.046
H -1.717104 1.902286 -0.174068 0.161 -0.121 0.164

14
Properties=species:S:1:pos:R:3:forces:R:3 method="wB97M-V/def2-TZVPD" homo_ev=-9.69 orbital_gap_ev=10.443 e_tot_ev=-8832.5146 de_lowest_kj_mol=355.86
H -0.201314 1.301542 -0.463826 0.105 -0.050 -0.167
N -0.902551 0.559914 -0.539185 0.423 -0.268 -0.096
C -0.378670 -0.585376 -0.410630 -0.137 0.229 -0.217
C 1.088110 -0.920336 -0.251534 0.055 0.017 -0.061
C 1.940980 0.260962 -0.138007 0.361 0.411 0.001
C 2.613687 1.256761 -0.068503 -0.259 -0.414 -0.032
H -1.048686 -1.453274 -0.414820 0.127 0.120 -0.121
H 1.228977 -1.586660 0.609867 -0.066 0.123 -0.114
H 1.369160 -1.503778 -1.136769 0.085 0.015 0.101
H 3.235946 2.123189 -0.015462 -0.123 -0.135 0.012
C -2.227324 0.105071 1.483417 -0.347 -0.162 0.225
O -3.312077 -0.238160 1.096943 0.336 0.124 0.326
H -1.925537 1.157324 1.646490 -0.249 -0.039 -0.016
H -1.424506 -0.622824 1.738045 -0.313 0.029 0.156

14
Properties=species:S:1:pos:R:3:forces:R:3 method="wB97M-V/def2-TZVPD" homo_ev="-8.51 / -8.82" orbital_gap_ev="8.640 / 8.099" e_tot_ev=-8828.4968 de_lowest_kj_mol=743.52
C -0.935703 -0.889501 -0.878995 0.918 0.959 0.075
C -0.558832 1.523447 -0.215963 0.926 0.340 0.418
C -1.234340 0.569092 0.843135 0.991 -0.258 -4.613
C -0.135308 0.125922 -0.162595 -2.194 -1.170 1.198
C 2.583864 -0.956237 0.305079 -0.889 1.923 -0.238
N -2.138066 -1.020723 -0.470475 -0.828 -0.203 -0.910
O -2.446732 -0.081463 0.504697 1.655 -0.173 0.132
H -0.572129 -1.395105 -1.768622 -0.267 -0.413 0.391
H -1.131002 1.884180 -1.048678 -0.135 0.128 -0.402
H 0.247342 2.212211 0.145415 -1.264 -0.325 0.115
H -1.227415 0.879199 1.790340 0.416 0.888 3.659
H 2.578104 -1.807605 0.942771 -0.008 -0.565 0.243
H 2.389596 0.044582 0.808457 0.562 -1.448 -1.066
H 2.580616 -1.087996 -0.794571 0.118 0.318 1.001

14
Properties=species:S:1:pos:R:3:forces:R:3 method="wB97M-V/def2-TZVPD" homo_ev="-9.00 / -9.00" orbital_gap_ev="9.457 / 9.457" e_tot_ev=-8832.2930 de_lowest_kj_mol=377.24
C -2.827004 -0.243662 -0.144039 -0.622 -0.264 0.208
N -1.777032 0.228801 0.710719 0.639 -0.361 -0.494
C -1.067614 1.107508 0.136842 0.194 -0.085 -0.022
C 0.337784 0.876716 0.163994 0.683 0.467 0.364
C 1.421836 0.380538 -0.015662 -0.313 0.442 0.150
C 2.749047 -0.209332 -0.127427 0.121 0.250 -0.263
O 2.851787 -1.461986 0.503036 -0.084 -0.220 0.278
H -2.304132 -1.022814 -0.720228 -0.493 -0.043 0.076
H -3.236312 0.460475 -0.886103 -0.029 0.138 0.311
H -3.578034 -0.704752 0.475907 -0.585 -0.165 -0.168
H -1.509512 1.810588 -0.573858 0.273 -0.049 -0.399
H 3.480141 0.492468 0.274413 0.139 0.133 0.065
H 2.993659 -0.350647 -1.179778 0.013 -0.075 -0.030
H 2.465381 -1.363903 1.382186 0.065 -0.170 -0.077

14
Properties=species:S:1:pos:R:3:forces:R:3 method="wB97M-V/def2-TZVPD" homo_ev=-9.05 orbital_gap_ev=10.035 e_tot_ev=-8833.4337 de_lowest_kj_mol=267.18
O 1.892058 2.013601 0.167801 0.338 -1.010 0.200
C 2.287015 0.929756 0.368090 -0.195 0.680 -0.151
C 2.726286 -0.289114 0.575116 -0.057 0.143 0.013
N -0.388408 -0.896879 0.240388 -0.025 0.193 -0.307
C -1.729474 -0.369493 0.609012 -0.200 -0.059 0.275
C -1.819093 0.319384 -0.775708 -0.068 0.060 -0.053
C -0.467776 -0.317685 -0.901935 0.186 -0.128 0.005
H 1.984179 -1.077542 0.653486 0.130 0.132 0.012
H 3.786852 -0.461553 0.706250 -0.153 0.054 -0.045
H -1.692792 0.299822 1.472308 -0.003 -0.079 -0.090
H -2.446103 -1.171870 0.797894 0.020 0.104 -0.017
H -1.834040 1.412394 -0.772459 0.002 -0.129 -0.003
H -2.588626 -0.058496 -1.454030 0.082 0.054 0.082
H 0.289917 -0.332331 -1.686214 -0.058 -0.015 0.079

14
Properties=species:S:1:pos:R:3:forces:R:3 method="wB97M-V/def2-TZVPD" homo_ev="-7.59 / -7.59" orbital_gap_ev="7.431 / 7.430" e_tot_ev=-8831.8139 de_lowest_kj_mol=423.47
C -1.513313 0.427675 0.391688 -0.007 0.063 0.038
C -0.310709 -0.288761 -0.209590 0.095 -0.048 0.038
C -0.174696 -1.744857 -0.096966 0.327 0.070 -0.182
O 1.036688 -2.078014 -0.040674 -0.287 -0.069 0.089
C 2.013369 -0.900121 0.024161 -0.484 0.292 0.090
C 1.114246 0.131764 0.022881 0.265 -0.116 0.070
N 1.449631 1.482756 0.155070 0.003 0.062 -0.154
H -2.446544 -0.094544 0.152519 0.177 0.070 0.039
H -1.592813 1.437351 -0.023437 0.013 -0.142 0.119
H -1.424789 0.512229 1.477361 0.018 -0.044 -0.137
H -0.943466 -2.513265 -0.149123 0.094 0.082 -0.009
H -0.346920 -0.200575 -1.313795 -0.245 -0.104 -0.102
H 0.764090 2.141235 -0.189403 0.128 -0.132 -0.017
H 2.375228 1.687126 -0.200687 -0.099 0.017 0.117

14
Properties=species:S:1:pos:R:3:forces:R:3 method="wB97M-V/def2-TZVPD" homo_ev=-8.42 orbital_gap_ev=9.296 e_tot_ev=-8833.6282 de_lowest_kj_mol=248.41
C 1.816410 0.018898 -0.235458 0.179 0.036 -0.113
C 0.459005 0.118014 0.380238 0.028 0.231 -0.036
C 0.170697 0.443177 1.678022 -0.031 -0.183 -0.872
O -1.127173 0.448989 1.972814 -1.413 -0.606 -2.360
C -1.865504 0.149196 0.505487 1.963 -0.141 4.221
C -0.799245 -0.040555 -0.275493 -0.510 -0.037 -0.211
N -1.236652 -0.394298 -1.568990 0.388 -0.192 -0.668
H 2.477132 0.799542 0.153999 -0.030 -0.116 -0.083
H 1.747056 0.150266 -1.319477 0.073 -0.025 0.111
H 2.297323 -0.948823 -0.044361 -0.122 0.151 -0.064
H 0.956691 0.724379 2.403128 -1.012 -0.079 -0.056
H -2.715269 -0.544465 0.477107 -0.020 1.072 0.584
H -0.977894 -1.312013 -1.888811 0.318 0.157 -0.305
H -1.203721 0.346660 -2.250854 0.190 -0.267 -0.148